DFT (ωB97M-V/def2-TZVPD) results for one molecule with the formula C24H32N2O2S.

Last column: natural (NBO) charge in e.
Positions of all 61 atoms, in Å:
1 C -7.130782 -0.185653 -0.430711  -0.5992
2 C -5.980173 -0.486099 0.532965  0.1531
3 C -6.382479 -0.179294 1.984323  -0.6099
4 O -5.673069 -1.866885 0.380191  -0.7015
5 C -4.819443 0.330890 0.184902  0.0775
6 C -3.822393 0.939016 -0.113105  -0.0910
7 C -2.669856 1.657635 -0.439227  -0.2837
8 C -2.312136 2.174709 -1.654708  -0.2015
9 C -1.057757 2.811323 -1.629210  -0.2744
10 C -0.457274 2.791218 -0.403934  -0.1877
11 C 0.923771 3.250706 -0.053380  -0.2500
12 N 1.947579 2.225827 -0.220270  -0.4389
13 C 2.074968 1.770465 -1.591251  -0.2313
14 C 3.252912 0.806800 -1.707543  -0.2026
15 N 3.048878 -0.282710 -0.786158  -0.4851
16 C 3.754148 -1.513424 -1.057122  -0.1963
17 C 2.798864 -2.503292 -1.760737  -0.4439
18 C 1.522002 -2.583486 -0.975706  0.0920
19 C 0.438066 -1.782912 -1.312492  -0.2344
20 C -0.708231 -1.777408 -0.537322  -0.2046
21 C -0.783732 -2.576192 0.590596  -0.2313
22 C 0.286245 -3.386658 0.930246  -0.1998
23 C 1.430900 -3.387773 0.152836  -0.2628
24 C 2.964051 0.150831 0.589924  -0.0331
25 C 4.254780 0.800702 1.138759  -0.4688
26 C 4.536542 0.429349 2.596823  -0.0507
27 O 3.568171 0.892615 3.505772  -0.7147
28 C 1.765300 1.101263 0.678382  -0.2379
29 S -1.444821 1.971211 0.761479  0.4583
30 H -7.989265 -0.796838 -0.165578  0.2170
31 H -6.827580 -0.432166 -1.444839  0.2238
32 H -7.400607 0.865585 -0.381484  0.2150
33 H -5.550097 -0.375559 2.658963  0.2096
34 H -6.668268 0.864607 2.082515  0.2174
35 H -7.222344 -0.809426 2.268132  0.2173
36 H -4.912197 -2.081011 0.930731  0.4701
37 H -2.932065 2.091632 -2.529635  0.2284
38 H -0.614458 3.279022 -2.491096  0.2251
39 H 1.196736 4.093521 -0.695987  0.2132
40 H 0.959159 3.581785 0.988409  0.2127
41 H 1.163641 1.250728 -1.930960  0.1754
42 H 2.242603 2.640623 -2.231195  0.1975
43 H 4.192394 1.353127 -1.518649  0.1688
44 H 3.287477 0.406468 -2.723080  0.2009
45 H 4.641265 -1.348773 -1.683030  0.1873
46 H 4.088293 -1.957652 -0.115964  0.1925
47 H 2.591005 -2.143663 -2.769066  0.2053
48 H 3.279827 -3.480447 -1.829203  0.2114
49 H 0.495261 -1.157263 -2.191141  0.2088
50 H -1.544564 -1.149063 -0.810279  0.2185
51 H -1.674360 -2.569179 1.201962  0.2069
52 H 0.229628 -4.017612 1.805886  0.2094
53 H 2.264800 -4.020077 0.425652  0.2064
54 H 2.725703 -0.742075 1.183118  0.2029
55 H 4.175265 1.884070 1.046871  0.2254
56 H 5.107501 0.463422 0.545790  0.2079
57 H 5.474057 0.890528 2.918345  0.1806
58 H 4.644199 -0.663455 2.682177  0.1477
59 H 2.725185 0.476364 3.296206  0.4597
60 H 0.865335 0.514091 0.430433  0.1945
61 H 1.661468 1.495899 1.691684  0.1967

Forces on the atoms, in the same order (eV/Å):
0.22 -0.21 0.12
-0.40 0.22 0.29
0.00 -0.13 -0.23
-0.12 -0.21 -0.07
0.63 0.19 -0.25
-0.98 -0.46 0.32
0.83 0.42 0.06
-0.16 -0.18 0.22
0.18 0.14 0.22
-0.32 -0.17 0.23
0.21 0.04 0.04
0.09 0.04 0.03
0.22 -0.11 -0.17
-0.20 0.15 -0.03
0.13 0.09 -0.12
-0.15 -0.07 -0.20
0.18 0.11 0.26
-0.02 -0.16 -0.13
-0.06 -0.11 0.00
-0.10 0.05 -0.07
-0.06 -0.01 0.09
-0.05 -0.04 0.17
0.05 0.01 -0.08
0.03 0.26 0.23
-0.18 -0.24 0.37
0.39 -0.08 -0.46
-0.49 0.15 0.24
0.03 -0.36 0.08
-0.19 0.20 -0.80
-0.10 -0.05 0.05
0.01 0.01 -0.07
-0.02 0.07 0.01
0.05 0.00 0.03
-0.01 0.10 0.04
-0.07 -0.06 0.00
0.01 0.06 -0.01
-0.14 -0.05 -0.10
0.14 0.09 -0.13
-0.08 0.00 0.09
0.02 0.08 -0.09
0.06 0.04 -0.03
-0.03 0.00 -0.04
0.00 -0.02 -0.07
0.03 0.03 -0.02
0.03 -0.01 0.10
0.05 0.01 -0.01
0.02 -0.03 -0.07
0.00 -0.05 -0.10
0.02 0.08 -0.09
-0.06 0.07 -0.03
-0.08 -0.01 0.05
0.00 -0.05 0.06
0.10 -0.07 0.03
-0.03 0.04 0.00
0.12 0.05 -0.04
0.08 0.02 -0.06
-0.03 -0.12 -0.04
0.06 0.09 -0.02
0.05 0.00 0.08
0.12 0.07 0.07
-0.01 0.01 0.05

- DFT total energy: -43315.8585 eV
- SMILES string: CC(C)(O)C#Cc1ccc(CN2CCN(CCc3ccccc3)[C@@H](CCO)C2)s1
- Spin multiplicity: 1
- Kohn-Sham gap: 8.66 eV
- HOMO level: -8.1 eV

***

DFT (ωB97M-V/def2-TZVPD) results for a 2-piece molecular cluster, C9H14 overall.

Last column: natural (NBO) charge in e.
Positions of all 23 atoms, in Å:
1 C -1.717713 -0.229291 -2.482255  -0.6268
2 C -0.993485 -1.002388 -1.448361  -0.0397
3 C 0.119278 -1.683559 -1.678079  -0.2166
4 C 0.798687 -2.530024 -0.790590  -0.2047
5 C 0.564331 -2.299391 0.615904  -0.2003
6 C -0.664805 -1.616660 0.965058  -0.2401
7 C -1.304398 -0.981070 -0.043687  -0.1762
8 H -2.771998 -0.278293 -2.280840  0.2235
9 H -1.535542 -0.691231 -3.522432  0.2181
10 H -1.329787 0.817552 -2.614486  0.2270
11 H 0.505755 -1.844095 -2.612518  0.1968
12 H 1.795797 -3.010442 -1.110704  0.2150
13 H 1.156629 -2.908800 1.282842  0.2098
14 H -0.946886 -1.412398 1.954274  0.2170
15 H -2.224712 -0.324261 0.260025  0.1973
16 C 1.037073 3.117698 2.153082  -0.6090
17 C 1.142242 1.870650 1.176088  -0.6073
18 H 1.760299 3.807271 2.164017  0.1998
19 H 0.052760 3.557664 2.060370  0.2007
20 H 1.004249 2.813119 3.177728  0.1981
21 H 1.101415 0.981712 1.758242  0.2101
22 H 2.087935 1.889643 0.706148  0.2028
23 H 0.362875 1.956596 0.310163  0.2049

Forces on the atoms, in the same order (eV/Å):
0.89 0.07 -2.17
-0.71 1.03 3.17
1.79 -3.14 -0.11
1.82 1.92 3.07
-1.68 -1.56 -2.19
3.35 -0.68 -1.47
-3.77 2.45 -1.12
-0.52 0.43 -0.05
-0.35 0.48 1.57
-0.61 -0.79 0.51
0.51 0.29 -2.82
-1.96 0.53 0.45
-0.05 0.35 0.52
-0.31 -0.08 1.24
1.62 -1.30 -0.58
-3.31 -3.43 -0.29
-1.39 2.45 -0.55
2.81 2.67 -0.84
-0.08 0.54 -0.38
0.13 -0.76 0.78
-0.53 -0.89 0.06
1.13 -0.08 -0.62
1.24 -0.51 1.82

- DFT total energy: -9558.2470 eV
- SMILES string: Cc1ccccc1.CC
- Spin multiplicity: 1
- Kohn-Sham gap: 9.94 eV
- HOMO level: -8.9 eV

***

DFT (ωB97M-V/def2-TZVPD) results for C36H33CoF6N6O4Sb as an isolated structure.

Last column: Mulliken charge in e.
Positions of all 87 atoms, in Å:
1 Co -0.087352 1.129162 0.273053  0.3224
2 C 4.094482 6.721546 0.247100  -1.6676
3 C 3.495811 5.345259 0.352841  0.1760
4 C 4.200048 4.214049 -0.060803  -1.0226
5 C 3.611392 2.972509 -0.032665  0.0238
6 C 2.303852 2.761711 0.445387  -0.1766
7 N 1.758663 1.492526 0.397896  0.8383
8 C 2.570701 0.422752 0.748201  -0.9658
9 C 3.494844 0.470396 1.801087  0.2172
10 C 4.261705 -0.625041 2.139125  -1.0722
11 C 4.133831 -1.842650 1.468948  0.5427
12 C 4.910153 -3.056726 1.901174  -1.6655
13 C 3.213363 -1.911653 0.438631  -0.4581
14 C 2.464810 -0.798251 0.078387  0.4619
15 N 1.551815 -0.897075 -0.999608  -0.0521
16 C 1.687670 -1.551125 -2.168269  -0.1980
17 C 0.522301 -1.386219 -2.878038  -1.5719
18 C -0.298222 -0.600696 -2.063327  -0.6043
19 N 0.333559 -0.325635 -0.928280  1.6876
20 C 1.619311 3.896805 0.885591  0.8889
21 C 2.205857 5.159437 0.805252  -0.6303
22 N 0.300057 3.812435 1.417277  -0.2949
23 C -0.364854 4.775982 2.088008  -0.1535
24 C -1.669046 4.375868 2.232245  -1.6477
25 C -1.730861 3.129213 1.608063  -0.2262
26 N -0.539650 2.798375 1.139235  1.6551
27 H 5.123916 6.733364 0.609599  0.3899
28 H 3.524154 7.445643 0.829326  0.3545
29 H 4.106864 7.066850 -0.789265  0.3043
30 H 5.207298 4.317260 -0.449022  0.3795
31 H 4.152344 2.111651 -0.403452  0.5417
32 H 3.591689 1.394110 2.356478  0.5816
33 H 4.955837 -0.547409 2.968512  0.3816
34 H 5.899859 -2.781976 2.267822  0.3999
35 H 5.036805 -3.760579 1.077894  0.3854
36 H 4.392677 -3.580199 2.708500  0.2828
37 H 3.054306 -2.844854 -0.090576  0.2681
38 H 2.604642 -2.064054 -2.401438  0.5621
39 H 0.288866 -1.772299 -3.853588  0.5195
40 H -1.295700 -0.225300 -2.230373  0.4215
41 H 1.629564 6.032623 1.077177  0.2650
42 H 0.125198 5.674466 2.411005  0.4202
43 H -2.468795 4.914587 2.706905  0.4410
44 H -2.560370 2.469004 1.436218  0.6248
45 O 0.188553 -1.490125 3.194423  -0.7365
46 C 0.066438 -0.959841 2.110425  0.3765
47 O -0.060379 0.323703 1.932347  -0.7072
48 H 0.016987 -1.563387 1.188603  0.2546
49 C -1.711038 -4.892727 -4.104207  -2.0465
50 C -1.667115 -4.467475 -2.658416  1.5610
51 C -0.484724 -4.619366 -1.940355  -0.8682
52 C -0.407768 -4.206799 -0.618776  -0.7147
53 C -1.514131 -3.662629 0.005367  -0.9862
54 C -2.708161 -3.517550 -0.698272  0.0218
55 N -3.847676 -3.008477 -0.073447  0.1083
56 C -3.795288 -2.240348 1.100946  -0.5430
57 C -4.385522 -2.744715 2.257101  -0.4722
58 C -4.341531 -2.040265 3.449160  -0.6257
59 C -3.667142 -0.832126 3.506138  -1.0142
60 C -3.088117 -0.321518 2.355023  -0.1046
61 C -3.165688 -0.982736 1.133856  0.9313
62 C -2.710235 -0.266291 -0.131801  -0.2775
63 O -3.189679 -0.594733 -1.205330  -0.6500
64 O -1.945763 0.772757 0.011188  0.0173
65 C -2.786351 -3.899380 -2.044306  1.2232
66 C -4.068554 -3.641520 -2.784949  -1.8747
67 H -0.776526 -5.377515 -4.386225  0.3944
68 H -1.856583 -4.037588 -4.768766  0.4068
69 H -2.525797 -5.593626 -4.296847  0.4178
70 H 0.381278 -5.053113 -2.427358  0.2849
71 H 0.512968 -4.326412 -0.058917  0.4102
72 H -1.472759 -3.381212 1.049292  0.6423
73 H -4.700964 -3.515864 -0.232969  0.4054
74 H -4.855021 -3.721170 2.214949  0.4197
75 H -4.802335 -2.455823 4.336970  0.3611
76 H -3.581625 -0.291304 4.439342  0.4157
77 H -2.551113 0.612672 2.394593  0.2567
78 H -4.444443 -2.650259 -2.523726  0.3287
79 H -4.846288 -4.371338 -2.529679  0.3069
80 H -3.932043 -3.682496 -3.863393  0.4509
81 F 0.010513 2.329609 -1.451227  -0.5698
82 Sb -0.988796 3.683266 -2.436375  2.1995
83 F -2.454812 3.514739 -1.269635  -0.6045
84 F -0.242558 4.957016 -1.247827  -0.6181
85 F -1.881013 5.014919 -3.428614  -0.5517
86 F 0.526558 3.840713 -3.547658  -0.5759
87 F -1.659141 2.294490 -3.518881  -0.5838

Forces on the atoms, in the same order (eV/Å):
0.00 0.33 -0.41
0.00 0.00 -0.01
0.00 -0.02 0.00
-0.02 0.01 0.00
0.00 -0.01 -0.01
0.00 0.00 -0.04
0.16 -0.08 0.18
-0.04 0.05 0.03
0.01 0.00 -0.01
-0.01 -0.01 -0.01
0.02 0.00 0.01
-0.01 0.00 0.01
-0.02 0.01 -0.02
0.00 -0.02 0.01
-0.06 -0.03 0.04
0.01 -0.01 0.00
0.00 0.00 0.00
0.02 -0.01 -0.01
0.05 0.00 0.05
0.04 0.01 0.01
-0.01 0.03 0.01
0.04 -0.05 0.00
0.00 0.01 0.00
-0.01 -0.01 0.00
0.04 -0.01 0.04
-0.09 -0.06 0.02
0.00 0.00 0.00
0.00 0.00 0.00
0.00 0.00 0.00
0.01 0.00 0.01
0.01 0.00 0.01
0.00 0.01 0.00
0.00 0.00 0.00
0.00 0.00 0.00
0.00 0.00 0.00
0.00 0.00 0.00
-0.01 0.00 0.00
0.00 -0.01 0.01
0.00 -0.01 0.00
0.01 0.01 -0.01
-0.04 -0.01 -0.01
0.04 -0.01 0.00
0.00 0.00 0.00
-0.01 -0.02 0.01
0.04 0.02 0.00
-0.20 -0.05 0.00
0.17 -0.04 0.02
0.04 -0.04 -0.05
0.01 0.00 0.01
0.00 -0.01 -0.01
-0.01 0.02 0.03
0.07 0.00 -0.02
-0.02 -0.02 0.04
0.06 0.03 -0.05
-0.09 -0.09 0.04
0.02 0.03 0.00
0.01 0.00 0.00
0.00 0.00 0.01
-0.01 -0.01 -0.01
0.02 0.00 -0.02
0.04 -0.04 -0.01
-0.18 0.22 -0.01
0.05 -0.11 -0.07
-0.04 -0.03 0.11
0.01 0.06 -0.02
-0.04 0.01 -0.02
0.00 0.00 0.00
-0.01 0.00 0.00
0.00 0.00 0.00
0.00 0.00 0.00
0.00 0.01 -0.01
0.02 0.04 0.03
-0.01 0.02 0.01
0.00 0.00 -0.01
0.00 0.00 0.00
0.00 0.00 0.00
0.03 0.03 0.00
0.03 0.00 0.03
0.01 0.00 0.00
0.01 -0.02 0.00
-0.13 -0.27 0.20
-0.09 0.10 -0.13
0.03 0.00 0.00
-0.03 0.01 -0.04
0.01 0.00 0.02
0.01 -0.02 0.03
0.04 0.03 0.02

- DFT total energy: -115476.5632 eV
- Net charge: -1
- Spin multiplicity: 1
- Kohn-Sham gap: 7.32 eV
- HOMO level: -4.9 eV

***

DFT (ωB97M-V/def2-TZVPD) results for a 5-piece molecular cluster, H10O5 overall.

Last column: natural (NBO) charge in e.
Positions of all 15 atoms, in Å:
1 O -4.846053 -28.400654 9.826538  -0.9784
2 H -4.505946 -29.280326 9.698305  0.4843
3 H -4.191490 -27.991342 10.429674  0.5094
4 O -1.216049 -28.120488 10.373607  -0.9563
5 H -0.866282 -28.344685 9.542979  0.4915
6 H -1.344423 -27.135502 10.328586  0.4882
7 O -3.708834 -26.063725 8.356942  -0.9547
8 H -4.145416 -26.845945 8.684037  0.4798
9 H -4.440717 -25.592322 7.941845  0.4650
10 O -3.050461 -27.602798 12.140423  -0.9660
11 H -2.559961 -26.979233 12.677665  0.4717
12 H -2.370573 -27.920225 11.559245  0.4788
13 O -7.229889 -27.579007 8.590603  -0.9539
14 H -6.441082 -27.965248 9.005519  0.4893
15 H -6.899972 -26.696676 8.301475  0.4513

Forces on the atoms, in the same order (eV/Å):
0.69 0.69 0.33
0.09 -0.61 -0.18
-0.62 -0.08 0.12
-0.55 2.07 1.30
0.71 -0.62 -1.76
0.32 -1.25 -0.22
-0.06 0.54 -0.28
-0.16 -0.81 0.29
0.29 0.20 -0.06
-0.67 0.45 0.49
-0.27 0.27 0.40
0.46 -0.94 -0.42
0.60 1.06 -0.40
-0.24 0.02 0.09
-0.58 -0.97 0.29

- DFT total energy: -10399.8101 eV
- SMILES string: O.O.O.O.O
- Spin multiplicity: 1
- Kohn-Sham gap: 11.12 eV
- HOMO level: -10.9 eV

***

DFT (ωB97M-V/def2-TZVPD) results for C7H6NO7Sc as an isolated structure.

Last column: natural (NBO) charge in e.
Positions of all 22 atoms, in Å:
1 O 0.213507 -7.027781 -0.707774  -0.4418
2 C 0.423556 -6.000016 -0.259959  0.4552
3 Sc 0.955539 -1.571567 0.063944  1.3299
4 C 1.599040 0.138467 1.448553  0.4738
5 O 1.803147 1.037735 2.156088  -0.3248
6 C 0.814091 -0.298487 -1.714596  0.4934
7 O 0.627502 0.184329 -2.746395  -0.3490
8 C -1.325007 -1.580385 0.248966  0.5398
9 O -2.457678 -1.348642 0.272997  -0.3468
10 C 3.083369 -1.990150 -0.649327  0.4951
11 O 4.130294 -2.124606 -1.088720  -0.2741
12 H 0.561455 -2.711506 -1.262827  -0.3012
13 N -1.960710 2.289339 1.027971  -0.6609
14 C -0.887498 2.935981 0.230239  -0.3416
15 C 0.069142 1.821471 -0.204534  0.7564
16 O 1.144402 2.130372 -0.708294  -0.5596
17 O -0.382357 0.601759 0.005156  -0.8522
18 H -2.445348 1.601149 0.442321  0.4548
19 H -2.648928 2.963462 1.407280  0.4631
20 H -1.546480 1.763770 1.801943  0.4418
21 H -1.347107 3.474914 -0.599990  0.2768
22 H -0.423933 3.710392 0.836960  0.2718

Forces on the atoms, in the same order (eV/Å):
0.47 2.26 1.00
-0.45 -2.17 -0.97
-1.49 -0.24 0.02
2.08 5.13 4.39
-1.01 -4.17 -3.26
-0.06 1.65 -5.68
0.60 -1.77 3.92
-5.90 0.56 0.23
4.70 -1.19 -0.13
4.54 -0.75 -1.93
-3.60 0.41 1.49
0.31 0.30 0.09
-0.90 0.22 0.40
-0.10 0.11 -0.05
1.33 0.85 -0.94
-1.37 -0.79 0.92
0.36 0.18 0.64
-0.06 0.12 0.16
0.31 -0.30 -0.19
-0.20 0.13 0.01
0.09 -0.33 -0.20
0.36 -0.23 0.09

- DFT total energy: -43860.1047 eV
- Net charge: +2
- Spin multiplicity: 1
- Kohn-Sham gap: 7.99 eV
- HOMO level: -17.5 eV